(1)
Entry from the OMol25 dataset: a 2-piece molecular cluster, C10H16 overall (wB97M-V/def2-TZVPD).

Structure (XYZ):
```
26
Properties=species:S:1:pos:R:3
C 0.34 -3.75 -1.54
C -0.77 0.38 -1.06
C 0.56 0.02 -1.17
C -1.75 -0.60 -1.02
C 0.93 -1.31 -1.28
C -1.37 -1.93 -1.18
C -0.04 -2.31 -1.34
H -1.04 1.43 -1.01
H 1.35 0.75 -1.32
H -2.80 -0.34 -0.93
H 1.98 -1.59 -1.31
H -2.08 -2.74 -1.11
H 0.64 -3.91 -2.58
H -0.50 -4.40 -1.30
H 1.16 -4.03 -0.87
C 0.62 2.31 2.00
C 0.54 2.15 3.53
C 0.37 3.78 1.57
H 1.61 2.08 1.62
H -0.05 1.59 1.54
H -0.34 1.56 3.80
H 0.42 3.10 4.05
H -0.14 3.79 0.60
H -0.29 4.27 2.27
H 1.38 1.60 3.95
H 1.32 4.29 1.49
```

Electronic energy in eV: -10629.299
Charge: 0
Structure (SMILES): Cc1ccccc1.CCC
Energy above the lowest of the compared OMol25 structures with the same formula, charge and spin in eV: 0.445

=====

(2)
Entry from the OMol25 dataset: a 2-piece molecular cluster, C10H16 overall (wB97M-V/def2-TZVPD).

Structure (XYZ):
```
26
Properties=species:S:1:pos:R:3
C 0.51 -0.62 1.20
C 1.16 -1.86 1.99
C 0.70 -0.49 -0.23
C 1.27 -1.56 -0.94
C 0.05 0.71 -0.73
C 0.91 -1.58 -2.26
C 0.13 0.79 -2.09
C 0.51 -0.31 -2.75
H -0.55 -0.33 1.50
H 0.95 0.27 1.56
H 2.22 -1.66 2.02
H 1.72 -2.48 -0.46
H -0.39 1.59 -0.06
H 1.35 -2.25 -3.06
H -0.09 1.74 -2.63
H 0.39 -0.41 -3.83
H 0.73 -2.72 1.62
H 0.71 -1.70 3.05
C -2.59 1.46 1.86
C -1.65 2.75 2.08
H -3.57 1.93 1.45
H -2.19 0.73 1.04
H -2.92 0.79 2.74
H -1.90 3.21 3.06
H -1.92 3.24 1.16
H -0.57 2.37 2.07
```

Electronic energy in eV: -10626.563
Charge: 0
Structure (SMILES): CCc1ccccc1.CC
Energy above the lowest of the compared OMol25 structures with the same formula, charge and spin in eV: 3.181

=====

| no. | E_LUMO (hartree) |
| --- | --- |
| 1 | 0.037 |
| 2 | 0.035 |